13
Properties=species:S:1:pos:R:3:forces:R:3 method="wB97M-V/def2-TZVPD" e_lumo_ha=0.0289 smiles="C=C=C/C=N/C" relative_energy_kcal_mol=80.07 total_charge=0
C -0.1567 -1.8145 1.9311 -0.75 1.02 1.64
C -0.7240 -1.3517 0.8737 -0.30 -1.00 -1.34
C -1.1252 -0.9943 -0.3276 -2.92 1.49 -0.91
C -0.4936 0.2281 -0.9266 -0.92 -2.51 0.64
N 0.4882 0.5546 -0.2270 1.06 1.79 -1.08
C 1.1291 1.6756 -0.8026 1.65 2.80 0.85
H 0.3080 -2.7434 2.0561 0.94 -1.27 -0.63
H -0.2242 -1.3223 2.9054 -0.34 0.25 -0.36
H -2.1625 -1.1254 -0.7750 1.21 -0.70 1.09
H -0.9148 0.7524 -1.8442 0.64 -0.73 1.03
H 2.2421 1.5751 -0.8337 -0.88 0.05 0.05
H 0.7465 1.9268 -1.7714 0.08 -0.13 -1.07
H 0.8872 2.6390 -0.2582 0.53 -1.06 0.10